35
Properties=species:S:1:pos:R:3:forces:R:3 method="wB97M-V/def2-TZVPD" e_above_lowest_kcal_mol=71.3 charge=+1 orbital_gap_ev=5.2
Na 10.669268 6.239553 12.615289 0.175 0.726 0.685
Na 5.521551 6.793294 13.488666 0.290 0.543 0.582
Na 5.791179 4.154286 11.251214 0.072 0.427 0.654
Na 9.178327 7.584675 15.456940 -0.173 0.090 -0.591
Na 9.075817 3.517608 12.440847 -0.199 0.269 1.183
C 7.796893 5.356817 14.256495 0.356 2.668 0.086
O 7.285842 6.182318 14.989330 -1.435 2.713 3.874
O 9.044272 5.278537 14.199385 3.546 -2.019 -1.312
O 7.007525 4.846601 13.441953 -2.266 -4.349 -5.118
B 6.463625 8.895216 12.262637 0.127 -0.031 -0.151
H 5.401273 8.765784 12.125109 -4.689 -0.737 -0.532
H 6.871731 8.060623 12.811397 2.135 -3.267 2.372
H 6.930350 8.912376 11.289958 1.789 0.001 -3.784
H 6.626631 9.834574 12.767874 0.671 3.314 2.067
B 10.666677 8.653934 13.571328 0.150 -0.075 0.029
H 10.110272 9.472523 14.000950 -1.780 3.020 1.855
H 9.930900 7.930570 13.255723 -3.326 -2.987 -0.942
H 11.145816 8.934260 12.646077 1.733 1.406 -3.526
H 11.472152 8.214271 14.138906 2.922 -1.919 2.842
Br 7.145720 1.045836 16.006338 -1.237 0.459 0.817
C 5.549196 1.999389 16.828836 -0.521 1.211 -0.623
C 5.270906 3.204634 15.873666 0.417 -0.551 1.086
Br 3.545014 4.135096 16.299655 0.961 -0.741 -0.403
H 5.747937 2.293784 17.859330 0.629 0.039 -0.266
H 4.629963 1.417815 16.898750 0.506 -0.757 -0.482
H 5.302312 2.779937 14.870300 -0.536 0.534 -0.040
H 6.026389 3.981650 15.990304 -0.110 -0.092 -0.176
Br 12.294164 3.349338 14.879049 -1.282 -0.530 -0.222
C 10.679292 2.823827 15.968515 1.411 1.173 2.231
C 11.230147 2.146432 17.251543 -0.846 -0.627 -0.727
Br 11.590621 0.237994 16.821802 0.084 0.894 0.455
H 9.820008 2.326419 15.518722 0.679 -0.199 -0.443
H 10.359892 3.800058 16.333284 -0.256 0.078 -0.419
H 10.490678 2.171774 18.051934 -0.439 -0.372 -0.340
H 12.064030 2.663311 17.726501 0.439 -0.310 -0.721